1.
16
Properties=species:S:1:pos:R:3:forces:R:3:lowdin_charge:R:1 method="wB97M-V/def2-TZVPD" e_homo_ev=-8.402 energy_ev=-27474.7343 multiplicity=1 smiles=COP(OC)SC lumo_ev=0.825 homo_lumo_gap_ev=9.23 de_lowest_kcal_mol=50.6
C 0.1537 0.2770 -2.2642 -0.4983 -0.0385 3.1306 -0.134
O -0.1815 -0.7405 -1.2834 1.8662 -0.1173 1.0756 -0.457
P 0.9078 -0.8539 -0.0215 -0.3123 1.7493 -0.4195 0.718
O 0.2804 -2.0863 0.7647 -0.1816 -0.3692 -0.0695 -0.458
C -1.0989 -2.3919 0.7550 -2.7077 1.8433 1.7916 -0.168
S 0.0182 0.9229 1.1876 -0.4271 -0.8716 -0.3672 0.440
C 1.0053 2.5296 1.4961 -2.0548 -2.8665 0.3810 -0.385
H -0.7589 0.7157 -2.3413 -2.5252 1.9086 -0.6499 0.056
H 0.3399 -0.1870 -3.1237 1.1844 -1.9374 -3.5387 0.040
H 0.8688 1.0546 -2.0640 0.6637 -0.1047 0.7937 0.080
H -1.7402 -1.4230 1.1198 1.5782 -2.4178 -0.1992 0.117
H -1.3326 -3.3212 1.3482 0.5841 1.2496 -0.3332 0.101
H -1.5284 -2.5111 -0.2131 0.3211 -0.3899 -1.0538 0.049
H 0.2851 3.2162 1.1200 0.1867 0.9586 -0.6049 -0.009
H 1.8869 2.3158 0.9382 1.0251 0.8463 0.2682 0.004
H 0.8942 2.4830 2.5816 1.2974 0.5572 -0.2048 0.006

2.
50
Properties=species:S:1:pos:R:3:forces:R:3:lowdin_charge:R:1 method="wB97M-V/def2-TZVPD" e_homo_ev=-8.808 energy_ev=-56417.1876 multiplicity=1 smiles="Cc1noc(C)c1S(=O)(=O)NCc1ccc(-c2cccc(NS(C)(=O)=O)c2)cc1" lumo_ev=-0.123 homo_lumo_gap_ev=8.68 de_lowest_kcal_mol=93.7
C 2.5901 5.2834 3.3445 -2.4574 -0.4074 1.2094 0.005
C 1.7802 3.9497 3.5314 1.4833 1.9251 -1.0926 -0.272
N 0.5219 3.8815 3.8372 -0.1164 1.4079 0.0336 0.117
O 0.1942 2.5487 3.9008 0.6179 -0.0539 0.4423 0.044
C 1.3126 1.8722 3.6768 -1.3929 -3.5814 -0.8898 -0.327
C 1.1864 0.3842 3.5681 -0.9827 0.2721 2.2984 0.021
C 2.3210 2.6456 3.3400 2.1130 1.6831 0.0409 -0.187
S 3.9680 2.1189 2.8571 0.5349 -1.0369 0.9626 0.723
O 4.7925 3.2521 2.4477 -1.5962 -1.5796 -0.1994 -0.295
O 4.4715 1.2833 3.9541 -0.9763 0.9652 -1.8984 -0.304
N 3.5708 1.0356 1.5519 0.3606 1.3904 0.4585 -0.120
C 3.2443 1.6511 0.1842 0.2454 -1.6417 0.2160 -0.131
C 1.9771 0.9543 -0.3693 -1.9517 2.8867 -0.5727 -0.188
C 0.7741 1.7131 -0.7775 1.6271 0.8456 0.7618 -0.015
C -0.4708 1.1487 -1.0340 0.8387 -0.8053 -0.4610 -0.021
C -0.5362 -0.2863 -0.9498 0.1308 1.1614 1.4346 -0.179
C -1.8444 -0.8845 -1.1547 -2.6070 -2.3137 -1.8095 -0.129
C -3.0776 -0.1791 -0.9070 0.7376 -3.4408 -1.5404 -0.018
C -4.3091 -0.7867 -1.2413 2.5055 -0.0041 -0.0934 -0.054
C -4.2419 -2.0695 -1.7729 -1.6022 0.7273 -0.4530 -0.055
C -3.1335 -2.8373 -2.1274 1.0338 2.4646 1.5908 -0.304
N -3.3896 -4.1287 -2.6071 0.0828 -2.8399 -0.6591 -0.098
S -2.5175 -4.9882 -3.8306 3.2885 -1.9243 2.5223 0.658
C -2.9076 -4.1576 -5.3804 -0.1471 2.8793 2.4527 -0.119
O -1.0772 -5.1096 -3.4221 -2.7820 1.9097 -1.5081 -0.352
O -3.0667 -6.3216 -3.9174 -1.2074 0.9779 -0.0782 -0.328
C -1.8986 -2.2299 -1.7994 -1.2825 1.8183 1.8324 0.077
C 0.5882 -0.9942 -0.4837 -0.4349 0.5583 -1.5055 -0.023
C 1.8066 -0.3895 -0.3266 1.4436 0.0670 1.2310 -0.091
H 1.8847 6.1202 3.1867 0.1840 -0.5191 -0.1572 0.082
H 3.3079 5.2528 2.5505 0.3567 -0.2988 -0.2181 0.052
H 3.0379 5.5183 4.3110 0.4293 -0.1741 -0.1705 0.083
H 0.7788 0.1029 2.6488 -0.7048 -0.1979 -1.8533 0.058
H 0.4018 0.0314 4.3008 1.1930 0.1888 -0.4482 0.124
H 2.1344 -0.1290 3.6639 0.1064 -0.0560 0.5858 0.083
H 2.8065 0.4485 1.9297 0.6815 0.4845 -0.6042 0.051
H 4.1636 1.5437 -0.4494 -0.9324 -0.1922 0.4631 0.131
H 3.0899 2.6981 0.2928 -0.3503 0.9297 0.0800 0.086
H 0.8648 2.8240 -0.8279 -0.0212 -0.9434 0.0603 0.115
H -1.3642 1.7702 -1.3762 1.5157 -1.0021 0.5824 0.137
H -3.0900 0.7118 -0.4074 0.2326 2.3496 1.0444 0.070
H -5.2491 -0.2387 -1.1710 0.2370 -0.4097 0.2953 0.111
H -5.2287 -2.4220 -1.9321 -0.6641 -1.0455 -0.5786 0.097
H -3.6219 -4.8630 -1.8790 0.3331 1.2041 -1.1836 0.153
H -2.3317 -3.1934 -5.4647 -0.6136 -0.9149 0.2415 0.091
H -3.9953 -3.9493 -5.3208 0.7062 -0.3005 -0.2973 0.083
H -2.6023 -4.7942 -6.1337 0.3832 -1.4977 -1.4929 0.034
H -1.0100 -2.7977 -1.6910 0.8373 -0.4765 -0.8304 0.090
H 0.7307 -2.0356 -0.3628 -1.1693 -1.1596 0.0182 0.106
H 2.6631 -0.9588 0.0392 -0.2474 -0.2797 -0.2624 0.127